A 2-piece molecular cluster, C2H12N7 overall at a distorted geometry. Source: the OMol25 dataset; level of theory: the ωB97M-V functional and the def2-TZVPD basis.

```
21
Properties=species:S:1:pos:R:3:forces:R:3
C 2.240694 -0.900307 -0.892326 2.004 0.782 -0.338
C 2.134890 0.008543 0.315297 -1.283 -2.804 -0.017
N -3.171235 0.045611 -0.680803 2.482 2.145 1.336
N -2.468080 0.078596 0.388621 -3.870 -3.669 -0.722
N 1.596685 -0.823598 1.407405 0.895 0.441 0.376
N -4.069353 -0.905958 -0.716438 0.785 -0.712 1.764
N 1.097195 1.030268 -0.116692 2.383 0.877 1.061
N -1.482519 0.962491 0.607894 1.701 2.412 -0.706
N 1.553936 2.177336 -0.294661 0.422 -3.326 0.564
H 2.719060 -0.268578 -1.630988 -0.204 -0.352 -0.919
H 2.821883 -1.851501 -0.819225 -0.394 0.975 0.540
H 1.238677 -1.111731 -1.096064 -1.522 -0.732 -1.144
H 3.044855 0.521111 0.496176 0.565 0.650 0.687
H 1.270891 -1.713584 1.027315 -0.247 0.401 -0.125
H -1.722888 1.963541 0.406988 0.041 -0.985 0.236
H -4.199889 -1.463141 0.127796 -0.018 0.122 -0.319
H -4.731980 -0.941034 -1.446958 -0.327 0.355 -0.728
H 0.037398 0.687251 -0.040145 -0.193 1.149 -0.198
H -1.162955 0.864549 1.590073 -0.768 0.103 -0.779
H 2.396505 -1.148721 1.970408 -0.517 0.695 0.084
H 0.856231 2.788846 -0.603672 -1.935 1.474 -0.654
```
Forces are in eV/Å.

Properties
**Charge**: +1
**Gap between HOMO and LUMO**: 6.8 eV